{"formula": "C37H59Br10N3O3", "method": "wB97M-V/def2-TZVPD", "lumo_energy_ev": [-1.83, -7.85], "homo_lumo_gap_ev": [9.7612, 3.7379], "multiplicity": 2, "total_charge": 1, "e_homo_ev": [-11.588, -11.588], "s_squared": 0.754, "elements": ["C", "H", "H", "H", "H", "Br", "Br", "H", "H", "O", "C", "H", "H", "H", "H", "H", "H", "O", "H", "C", "C", "H", "C", "C", "C", "C", "H", "H", "C", "H", "H", "C", "C", "Br", "H", "C", "C", "H", "N", "C", "Br", "H", "C", "C", "C", "H", "H", "C", "C", "H", "H", "N", "H", "H", "H", "C", "C", "H", "C", "H", "Br", "H", "C", "Br", "H", "C", "H", "C", "H", "O", "H", "H", "H", "H", "C", "C", "H", "H", "H", "H", "Br", "N", "Br", "H", "H", "H", "H", "C", "H", "H", "H", "H", "C", "H", "H", "Br", "C", "H", "C", "H", "H", "C", "C", "H", "H", "Br", "C", "C", "H", "C", "C", "H"], "positions_angstrom": [[-4.332164, 0.315693, -2.914105], [3.482620, 0.157119, 6.618205], [-3.412413, -1.558275, -3.279074], [-1.279983, -5.279608, -0.759800], [-3.122212, -1.260382, 2.003392], [-3.258453, -0.223958, -5.553608], [4.454171, -0.280635, -5.594797], [-1.634831, -0.561667, 3.687802], [2.201772, -4.343257, 1.937966], [-2.752425, -4.101466, -1.426160], [-0.031998, 0.403567, -0.829153], [0.210948, -1.479934, 0.403860], [-0.616717, -5.051853, -4.836804], [-3.565209, 4.061274, 2.116568], [5.197540, 1.073970, -1.988726], [-4.320624, -3.776072, 1.409814], [1.315694, -2.809140, 1.991377], [3.715853, -1.422682, 1.736037], [1.755544, -3.164585, -0.321212], [0.102599, -4.420840, -4.335989], [-3.721990, 4.519752, 1.151366], [2.296106, -0.847069, 0.403993], [1.843134, -0.697490, 7.700400], [-0.088279, 5.362433, -2.588193], [-3.756512, -4.301746, 0.639395], [4.686906, 0.441214, -2.714660], [3.270700, -3.783959, 0.063503], [0.326661, 2.751839, 1.358478], [-0.233018, 1.867002, 1.055291], [6.400566, -0.032701, -3.891241], [1.476896, 0.666598, 1.527844], [2.324227, -3.532825, -4.096132], [2.282231, -3.267475, 1.782012], [2.905771, 1.212175, -3.044725], [-1.208971, -0.568775, 0.649687], [1.640762, 0.071152, 5.433832], [2.426263, -0.065848, 6.589998], [1.150539, 4.003558, -3.686099], [0.285495, -0.199563, 5.408233], [-3.161508, 4.019022, 0.010593], [1.357650, 6.544037, -1.800116], [-3.195153, 3.974253, -2.093684], [-3.284949, -0.518614, -3.580671], [0.548505, -1.048792, 7.665144], [-0.325508, -3.331992, -3.536322], [4.767107, 3.421273, -1.529741], [-4.190440, -5.293633, 0.513011], [1.775569, -2.491927, -3.269634], [-1.702294, -4.307436, -0.505534], [-3.641953, -2.502799, -0.339688], [3.053864, -2.263182, 3.505987], [-4.523322, 5.625039, 1.101822], [-1.943971, -3.577851, 1.557343], [0.183448, 0.305958, 2.504988], [-4.821978, -3.618116, -1.135246], [1.456515, -4.472873, -4.647230], [3.141657, -1.533709, 0.444913], [-1.282758, 1.894172, 1.347528], [3.918740, 3.798772, -0.958889], [2.461776, -0.869983, 8.568695], [-3.986339, 0.105020, -0.958079], [3.360189, -3.499447, -4.399575], [2.595572, -2.976715, 0.347494], [3.266984, 2.465665, 0.436698], [-5.380221, 0.121137, -3.141755], [-2.314876, -4.372461, 0.909949], [-4.549858, -1.411874, 3.135657], [0.360591, 3.938500, -2.937862], [3.733369, 5.754602, 0.353823], [-0.254360, 1.772707, -0.348400], [-0.897299, -3.579451, -0.606098], [-0.377863, 5.896107, -3.493424], [-5.297726, 7.117194, -0.088822], [2.328939, -1.759627, -2.700511], [4.457082, 5.132457, -0.172759], [-0.188143, -0.761924, 6.515978], [-2.958653, -0.489451, 4.961653], [4.553922, -0.575474, -2.344841], [4.351044, -3.150600, 2.612470], [5.110783, 4.694273, 0.581395], [-4.191930, 1.028291, 2.548945], [0.454844, -2.366954, -2.970680], [-1.113076, 2.852870, -3.647630], [-2.270319, -0.281191, -3.260894], [3.161897, 3.907816, -1.735674], [-4.081313, 1.369742, -3.033092], [-1.994797, -5.353787, 1.260176], [0.394058, 0.558414, 1.465747], [-1.268017, -0.754011, 6.530026], [-1.388514, -3.282362, -3.352014], [5.676974, 1.528000, -4.281870], [-0.933243, 0.159810, -1.391682], [-4.268259, 5.714567, -1.269205], [-0.854811, 5.308808, -1.815115], [-4.618631, 6.138259, -2.198794], [-2.323818, -2.905904, 4.375137], [-2.583055, -0.957359, 4.051668], [1.903346, -5.191000, -5.318808], [-0.145129, -0.450510, 0.443892], [0.740925, 3.372958, -2.087215], [3.862578, -1.249320, -0.321564], [5.454760, 0.491318, -4.028880], [-4.765847, 6.177306, -0.077956], [-2.609027, 3.096291, 0.109205], [1.993013, 0.553088, 4.533814], [5.499634, 6.248604, -1.399620], [-3.621394, -0.891955, 2.899598], [-3.861836, -3.531103, -0.626655], [0.133156, -1.537245, 8.534222], [3.420876, -2.588035, 2.532405], [-3.516595, 4.553052, -1.240413], [0.792222, 0.233748, -1.521911]], "atomic_forces_ev_per_a": [[0.9, 1.0, 0.5], [0.0, 0.3, -0.2], [-0.2, -0.2, -0.8], [0.2, 0.0, -0.1], [-0.5, 0.1, -0.1], [-0.2, -0.3, 1.0], [0.9, 0.3, 1.0], [-0.1, 0.0, 0.6], [0.0, 0.1, 0.3], [-1.5, 1.3, 0.3], [-1.9, -0.8, 1.6], [0.7, 0.4, -0.1], [-0.1, -0.2, 0.3], [0.0, 0.1, 0.2], [-0.2, -0.1, 0.1], [-0.1, -0.2, 0.3], [0.0, 0.1, 0.6], [0.2, 0.2, 0.2], [-0.2, 0.6, 0.0], [0.5, 1.7, 0.2], [-1.1, 1.9, -0.4], [0.0, 0.1, -0.3], [2.0, 0.8, -0.5], [0.2, -0.3, 0.3], [-2.1, -0.4, 0.7], [-0.2, 0.0, -1.0], [0.8, 0.6, -0.4], [-0.4, 0.4, -0.2], [1.0, -1.5, 0.0], [-0.1, -0.2, -0.3], [0.1, -0.1, -0.6], [-1.1, 1.7, 0.8], [-0.3, -0.4, 0.2], [0.1, -0.1, 0.4], [-0.3, 0.1, 0.0], [-1.1, 0.3, 1.0], [-0.8, -0.8, -0.9], [-0.2, -0.3, -0.1], [2.2, -0.1, 0.5], [-0.4, -0.6, -0.5], [-0.7, -1.1, -0.5], [0.0, 0.5, -0.4], [0.3, -0.6, -0.3], [-1.2, -0.6, 0.0], [0.1, -0.4, -0.2], [0.2, -0.5, 0.7], [0.0, 0.0, 0.1], [-0.8, -1.2, 0.0], [0.3, -0.7, -0.1], [0.0, 0.3, -0.6], [0.4, 0.1, 0.1], [0.5, -0.9, 0.6], [0.0, -0.1, 0.0], [-0.6, -0.1, 0.1], [0.3, 0.0, -0.3], [0.5, 0.4, 0.3], [-0.4, -0.9, -0.1], [-0.6, 0.3, 0.2], [0.5, 1.8, 0.9], [-0.1, -0.1, 0.1], [-0.4, 0.2, -0.4], [0.1, -0.1, 0.3], [0.4, -0.5, -0.5], [0.5, 0.9, -1.1], [0.3, -0.2, 0.1], [1.9, -0.5, -0.5], [0.2, 0.1, -0.2], [0.7, 0.7, 0.2], [-0.2, -0.2, -0.5], [0.8, -0.5, -1.8], [0.0, 0.4, -0.1], [-0.2, -0.1, 0.3], [-0.4, 0.0, 0.2], [0.8, 0.0, -0.5], [-0.4, -2.2, -0.8], [-0.7, 1.1, -0.1], [0.3, -0.1, -0.1], [-0.1, 0.2, 0.0], [-0.2, -0.4, 0.1], [0.3, 0.4, -0.1], [0.6, -1.1, 0.2], [0.5, -1.8, -1.3], [0.3, 0.3, 0.0], [-0.2, 0.4, -0.1], [-0.4, 0.4, 0.7], [-0.4, 0.0, -0.2], [-0.2, 0.3, 0.8], [0.5, -0.8, 1.8], [-0.2, -0.8, 0.2], [-0.1, 0.2, 0.2], [-0.1, -0.2, -0.2], [-0.3, 0.5, -0.8], [-0.1, -1.3, -1.0], [0.0, 0.4, -0.3], [0.2, 0.2, -0.1], [0.0, 0.8, 0.0], [-1.0, -0.4, -1.2], [-0.3, -0.3, -0.1], [0.0, 1.0, 0.2], [-0.1, 0.2, 0.0], [0.1, -0.1, 0.1], [-0.3, 0.0, -0.2], [0.5, 0.7, 0.9], [0.2, -0.1, -0.4], [0.4, -0.1, -0.1], [-0.4, -0.5, 0.4], [0.5, 0.7, 0.8], [1.2, -0.4, -0.5], [-0.4, 0.0, -0.1], [-0.6, 0.5, -0.3], [0.5, -0.4, 0.8], [0.5, 0.8, 0.0]]}